Here is a 3-piece molecular cluster, C19H42O13P2 overall at a distorted geometry from OMol25. Energies are from wB97M-V/def2-TZVPD.

Output
- LUMO energy (eV) = 0.04
- gap between HOMO and LUMO (eV) = 10.04
- energy (eV) = -65581.252
- structure (SMILES) = CCOC(=O)CCCOC(=O)O.CCOP(=O)(OCC)OCC.CCOP(=O)(OCC)OCC

Positions of all 76 atoms, in Å:
P -6.69284 -4.88582 1.82827
P 6.75798 3.24213 -2.21574
O 7.52132 3.76114 -0.85485
O -6.57053 -3.28849 1.47109
O 5.59251 2.52462 -1.62887
O 0.89340 1.12323 2.43975
O 7.48625 4.41683 -3.10325
O 7.80428 2.07281 -2.65658
O -5.90251 -5.48835 0.72049
O -2.67663 1.02192 0.36207
O 0.28901 0.20608 0.51755
O -8.25360 -5.14664 1.43110
O -3.42105 -0.68914 -0.91104
O -2.44976 -1.15582 1.00780
O -7.01903 -4.52653 3.40068
C 6.79369 5.67954 -3.26300
C 6.85465 3.74187 0.40607
C -0.45005 2.55231 1.14871
C -2.87172 -0.28636 0.08039
C -5.90539 -4.44309 4.32200
C 0.30091 1.25250 1.40084
C -4.92861 -3.32701 3.99896
C -6.15587 -2.76719 -0.87655
C 7.50074 1.26357 -3.79587
C 6.58905 6.43120 -1.96112
C 7.09029 2.44122 1.15080
C 7.57639 2.03684 -5.10170
C -1.05424 2.76911 -0.24983
C -5.59847 -2.82186 0.53152
C -8.77921 -6.47179 1.52620
C -8.90388 -6.95229 2.96263
C 2.58349 0.06416 -0.39585
C -1.97920 1.65933 -0.73257
C 1.11387 0.41676 -0.63291
H 6.99354 1.57319 0.50012
H -1.39552 0.89537 -1.24012
H -4.69370 -3.42667 0.57607
H 5.85992 5.92774 -1.32182
H -5.35597 -2.65336 -1.60760
H -5.30506 -1.81678 0.83858
H 1.09648 1.44974 -0.98545
H 6.79778 2.80187 -5.15276
H -4.36672 -3.54177 3.08690
H 7.40499 6.27646 -3.93804
H 6.21351 7.43563 -2.15889
H 8.23389 0.45811 -3.80716
H -0.28781 2.98893 -0.98736
H -1.20837 2.71748 1.90648
H -1.66175 3.67460 -0.17873
H 6.51116 0.81273 -3.67239
H -9.40919 -7.91807 3.00213
H 8.10283 2.41342 1.55722
H -8.15474 -7.15669 0.94431
H 6.38917 2.33421 1.97990
H 7.44930 1.36682 -5.95266
H -6.83411 -1.91792 -0.98259
H 8.53541 2.54598 -5.19066
H -5.38982 -5.40630 4.34883
H 2.95984 -0.33838 -1.33577
H 2.72674 -0.63875 0.41863
H -4.20748 -3.20925 4.80893
H 7.25219 4.57237 0.99388
H -6.73522 -3.65344 -1.13371
H 0.68658 -0.17308 -1.43960
H 0.28701 3.34165 1.29364
H -2.34544 -0.68103 1.84139
H -6.33920 -4.27568 5.30689
H -9.46398 -6.23362 3.56001
H 7.51920 6.50232 -1.40035
H -9.76560 -6.44728 1.06428
H 5.83541 5.50200 -3.75720
H 5.78899 3.93817 0.28555
H -7.92151 -7.06388 3.42764
H 3.19144 0.94470 -0.19509
H -5.45042 -2.38395 3.84529
H -2.67902 2.03567 -1.47588